Version w
An isolated ion of composition C13H13N2 and charge +1, computed with ωB97M-V/def2-TZVPD.

**Orbital gap (spin up / spin down)**: 6.00 / 6.07 eV
**Lowest unoccupied orbital energy (spin up / spin down)**: -5.898 / -5.398 eV
**Charge**: +1

Each line ends with the Löwdin charge.
Cartesian coordinates (Å):
C -0.551 -3.841 -0.425  -0.044
C -0.924 -3.384 0.872  -0.035
C -0.177 -2.945 -1.335  -0.035
C -0.933 -2.082 1.267  -0.002
C 1.047 2.356 1.242  -0.079
C 0.588 -0.846 -1.962  0.047
C 1.551 1.730 0.188  -0.102
C -0.148 -1.545 -1.047  -0.126
C -0.608 -1.111 0.281  -0.094
C -0.907 0.184 0.727  0.211
C -1.179 1.167 1.541  -0.372
C -0.410 2.502 1.468  -0.130
C 1.115 0.526 -1.975  -0.128
N -2.151 1.289 2.450  0.170
N 0.726 1.427 -0.898  0.025
H -0.450 -4.945 -0.483  0.138
H -1.467 -4.077 1.467  0.114
H 0.202 -3.324 -2.330  0.153
H -1.132 -1.994 2.348  0.150
H 1.627 2.604 2.071  0.096
H 0.714 -1.316 -2.862  0.098
H 2.586 1.457 -0.031  0.139
H -0.514 2.966 2.471  0.131
H -0.961 3.057 0.666  0.146
H 2.160 0.536 -2.116  0.127
H 0.709 0.906 -2.900  0.142
H -2.413 2.331 2.628  0.114
H -0.136 1.976 -0.880  0.144

***

Version x
An isolated ion of composition C13H13N2 and charge +1, computed with ωB97M-V/def2-TZVPD.

**Orbital gap**: 7.30 eV
**Lowest unoccupied orbital energy**: -5.644 eV
**Charge**: +1
**SMILES**: CC1(C)C2=CC=C[N+]2=Cc2ncccc21

Each line ends with the Löwdin charge.
Cartesian coordinates (Å):
C 3.604 -0.339 -0.250  -0.017
C 2.447 0.435 -0.306  0.039
C 3.470 -1.696 -0.166  -0.121
C 1.197 -0.161 0.042  -0.049
C 1.239 -1.574 0.233  -0.165
C -3.258 -1.479 -0.242  0.044
C -2.492 -0.264 -0.514  0.074
C -2.405 -2.482 0.194  0.008
C 0.013 -2.371 0.409  0.168
C -0.181 0.461 0.063  -0.467
C -1.221 -0.536 -0.070  -0.166
C -0.400 1.166 1.411  0.022
C -0.357 1.517 -0.952  -0.043
N 2.335 -2.349 0.054  0.129
N -1.173 -1.865 0.363  0.009
H 4.625 0.065 -0.400  0.138
H 2.470 1.577 -0.371  0.155
H 4.339 -2.380 -0.155  0.135
H -4.246 -1.765 -0.413  0.100
H -2.746 0.735 -0.717  0.104
H -2.630 -3.400 0.569  0.106
H 0.176 -3.496 0.401  0.192
H -1.257 1.735 1.423  0.077
H 0.464 1.761 1.679  0.103
H -0.464 0.457 2.222  0.102
H -0.190 1.116 -2.060  0.165
H 0.186 2.408 -0.785  0.084
H -1.343 1.938 -1.044  0.076

***

Least stable = version w

***

Version w
A 4-piece molecular cluster, C2H12N2O3 overall, computed with ωB97M-V/def2-TZVPD.

**Orbital gap**: 9.65 eV
**Lowest unoccupied orbital energy**: 0.590 eV
**SMILES**: [H]/N=C\NC.O.O.O

Each line ends with the Löwdin charge.
Cartesian coordinates (Å):
C 1.657 0.718 -2.221  -0.109
N 1.486 0.068 -0.935  -0.054
C 1.747 0.782 0.207  -0.362
N 2.086 0.365 1.355  0.053
H 1.754 0.002 -3.029  0.080
H 0.853 1.403 -2.486  0.076
H 2.551 1.341 -2.253  0.079
H 1.571 -0.929 -0.947  0.119
H 1.611 1.841 -0.058  0.115
H 2.795 -0.359 1.377  0.039
H -3.845 -3.808 1.769  0.038
H -4.203 -3.053 0.483  0.016
O -3.927 -2.939 1.376  -0.036
H -1.192 2.161 -0.215  0.027
H -1.097 3.304 0.686  0.042
O -1.088 3.123 -0.265  -0.069
H -1.599 -1.366 1.312  0.014
H -0.232 -0.993 1.910  0.001
O -0.926 -1.662 1.933  -0.070

***

Version x
A 4-piece molecular cluster, C2H12N2O3 overall, computed with ωB97M-V/def2-TZVPD.

**Orbital gap**: 10.04 eV
**Lowest unoccupied orbital energy**: 0.786 eV
**SMILES**: [H]/N=C/NC.O.O.O

Each line ends with the Löwdin charge.
Cartesian coordinates (Å):
C 2.160 2.640 -1.891  -0.077
N 1.261 1.846 -1.047  -0.041
C 1.568 1.585 0.232  -0.327
N 0.897 0.787 1.015  0.036
H 2.243 3.649 -1.548  0.072
H 3.141 2.215 -2.015  0.068
H 1.678 2.515 -2.908  0.106
H 0.612 1.133 -1.355  0.138
H 2.319 2.162 0.753  0.119
H 0.965 1.215 1.931  0.034
H -2.968 -3.870 0.840  0.041
H -1.699 -3.037 0.588  0.007
O -2.663 -3.016 0.525  -0.059
H -1.755 -0.211 0.188  -0.004
H -3.052 -1.017 0.026  0.002
O -2.623 -0.188 -0.227  -0.077
H 0.318 -1.383 1.111  -0.013
H 0.900 -2.626 1.744  0.042
O 0.287 -2.350 1.055  -0.068

***

Least stable = version w

***

Version w
An isolated molecule of C2H4O2S2, computed with ωB97M-V/def2-TZVPD.

**Orbital gap**: 8.51 eV
**Lowest unoccupied orbital energy**: -0.701 eV
**SMILES**: CS(=O)#CSO

Each line ends with the Löwdin charge.
Cartesian coordinates (Å):
C -0.856 -1.633 -0.645  -0.637
C 1.233 -0.189 -0.148  -0.241
O -2.955 0.029 0.707  -0.393
O 1.194 -2.946 0.311  -0.506
S -2.330 -1.006 -0.449  0.901
S 0.427 -1.770 0.556  0.718
H -2.773 0.030 1.584  -0.021
H 1.679 -0.393 -1.177  0.077
H 0.516 0.601 -0.289  0.018
H 1.957 0.260 0.664  0.083

***

Version x
C2H4O2S2 as an isolated structure, computed with ωB97M-V/def2-TZVPD.

**Orbital gap**: 8.16 eV
**Lowest unoccupied orbital energy**: -1.140 eV

Each line ends with the Löwdin charge.
Cartesian coordinates (Å):
C 0.463 0.042 -0.324  -0.585
C 1.849 0.212 0.123  -0.172
O -2.538 -1.270 -0.766  -0.460
O -3.013 -0.153 1.378  -0.483
S -0.672 1.223 -0.141  0.735
S -2.943 -0.121 -0.083  0.652
H 0.172 -0.795 -0.862  0.028
H 2.118 1.304 -0.070  0.098
H 2.465 -0.559 -0.441  0.099
H 2.098 0.117 1.185  0.087

***

Least stable = version w

***

Version w
C3H3NO4 as an isolated structure, computed with ωB97M-V/def2-TZVPD.

**Orbital gap**: 7.97 eV
**Lowest unoccupied orbital energy**: -0.515 eV

Each line ends with the Löwdin charge.
Cartesian coordinates (Å):
C 1.255 -0.113 0.224  -0.561
C -0.638 -0.619 -0.219  -0.505
C -0.747 0.606 -0.129  -0.336
H 2.689 0.853 -0.302  0.165
H -2.475 -1.065 1.098  0.342
H -1.271 2.227 -0.488  0.221
N 0.571 -1.214 -0.082  0.246
O 2.471 -0.063 -0.020  0.187
O -1.636 -1.501 -0.015  -0.019
O -1.767 1.417 0.027  0.110
O 0.662 1.051 0.134  0.151

***

Version x
An isolated molecule of C3H3NO4, computed with ωB97M-V/def2-TZVPD.

**Orbital gap**: 10.32 eV
**Lowest unoccupied orbital energy**: -0.184 eV
**SMILES**: O=CON(C=O)C=O

Each line ends with the Löwdin charge.
Cartesian coordinates (Å):
C -0.817 -1.006 0.336  -0.315
C 1.157 0.440 -1.270  -0.105
C 0.372 1.061 1.000  -0.085
H -2.007 -1.368 0.574  0.207
H 2.318 0.499 -1.092  0.180
H 1.400 1.424 1.097  0.134
N -0.037 0.896 -0.464  -0.081
O 0.026 -1.564 1.042  0.061
O -0.967 0.029 -0.533  -0.032
O 0.641 -0.303 -2.160  0.023
O -0.416 0.613 1.936  0.012

***

Least stable = version w

***

Version w
An isolated molecule of C3H3NO4, computed with ωB97M-V/def2-TZVPD.

**Orbital gap**: 9.63 eV
**Lowest unoccupied orbital energy**: -0.548 eV
**SMILES**: O=CNOC(=O)C=O

Each line ends with the Löwdin charge.
Cartesian coordinates (Å):
C 2.027 -0.973 0.723  -0.204
C -0.762 0.043 0.133  -0.532
C -1.956 0.828 -0.570  -0.086
H 2.882 -0.580 1.588  0.196
H 1.756 1.464 0.757  0.253
H -2.962 0.582 -0.379  0.105
N 1.429 0.392 0.219  0.002
O 1.496 -1.893 0.120  0.043
O 0.202 0.240 -0.577  0.047
O -0.846 -0.436 1.274  0.095
O -1.795 1.639 -1.469  0.083

***

Version x
An isolated molecule of C3H3NO4, computed with ωB97M-V/def2-TZVPD.

**Orbital gap**: 10.11 eV
**Lowest unoccupied orbital energy**: 0.356 eV
**SMILES**: O=C(O)C1=NOCO1

Each line ends with the Löwdin charge.
Cartesian coordinates (Å):
C 1.639 0.055 -0.081  -0.450
C 0.178 -0.100 -0.243  -0.347
C -1.905 0.447 0.065  -0.131
H 3.125 -0.969 0.450  0.139
H -2.242 0.694 1.118  0.142
H -2.592 1.017 -0.579  0.132
N -0.335 -1.237 -0.310  0.216
O 2.238 -1.113 0.102  0.149
O 2.172 1.118 -0.305  0.149
O -1.745 -0.915 -0.203  -0.066
O -0.533 1.003 -0.012  0.068

***

Least stable = version w

***

Version w
An isolated molecule of C6H8N2S, computed with ωB97M-V/def2-TZVPD.

**Orbital gap (spin up / spin down)**: 7.53 / 7.48 eV
**Lowest unoccupied orbital energy (spin up / spin down)**: 0.172 / 0.386 eV

Each line ends with the Löwdin charge.
Cartesian coordinates (Å):
C -1.030 -1.511 -0.029  -0.161
C 1.049 0.225 0.046  -0.477
C -1.584 0.925 0.132  -0.667
C -0.902 -2.659 -0.653  -0.035
C -2.527 1.780 0.431  -0.052
C 3.456 0.617 0.032  -0.092
N 2.189 -0.093 0.276  -0.054
N -1.870 -0.461 0.131  -0.018
S 0.015 1.553 -0.315  0.965
H -1.655 -3.354 -1.042  0.049
H 0.154 -3.011 -0.419  0.067
H -2.232 2.850 0.559  0.070
H -3.526 1.292 0.565  0.083
H 3.410 1.562 0.534  0.067
H 3.572 0.778 -1.098  0.111
H 4.258 0.048 0.377  0.042
H -2.776 -0.543 0.474  0.103

***

Version x
An isolated molecule of C6H8N2S, computed with ωB97M-V/def2-TZVPD.

**Orbital gap**: 9.53 eV
**Lowest unoccupied orbital energy**: 0.583 eV
**SMILES**: C/N=C(\C)c1cscn1

Each line ends with the Löwdin charge.
Cartesian coordinates (Å):
C -1.955 -1.068 -0.105  -0.301
C -2.926 1.119 0.305  -0.459
C -1.118 -0.021 0.067  -0.414
C 0.337 -0.163 0.103  -0.240
C 1.132 1.381 -0.174  -0.007
C 2.422 -1.339 0.033  -0.097
N -1.656 1.211 0.179  0.028
N 0.969 -1.249 0.179  0.017
S -3.634 -0.483 0.101  0.961
H -1.737 -2.133 -0.348  0.092
H -3.630 1.948 0.204  0.073
H 0.989 1.590 -1.212  0.039
H 0.563 2.152 0.454  0.060
H 2.167 1.273 0.335  0.071
H 2.633 -2.392 0.204  0.078
H 2.864 -0.733 0.674  0.015
H 2.581 -1.092 -0.998  0.085

***

Least stable = version w